ORCA calculation (the ωB97M-V functional and the def2-TZVPD basis) on Cl2HOP as an isolated structure in a non-equilibrium geometry.

Output
**E**: -1337.5971 Eh
**Total charge**: 0
**Relative energy (zero: lowest compared OMol25 entry of this formula, charge and spin)**: 118.06 kJ/mol
**HOMO**: -10.412 eV
**Multiplicity**: 1
**Orbital gap**: 0.30642 hartree

```
5
Properties=species:S:1:pos:R:3:forces:R:3:lowdin_charge:R:1
O -0.6462 1.0240 -0.3940 -2.3754 -0.3127 2.2216 -0.417
P -0.6943 -0.0674 0.7907 2.3276 0.1894 -0.8752 0.530
Cl 2.0381 0.0945 0.6885 -2.4614 -0.3145 0.2232 -0.220
Cl -0.8260 -1.8333 -0.2473 0.0632 0.5342 0.4287 0.171
H 0.1284 0.7822 -0.8379 2.4460 -0.0964 -1.9982 -0.063
```
Forces are in eV/Å.